DFT (ωB97M-V/def2-TZVPD) results for a cluster of 2 separate species, C8H6BrNO3 in total.

Cartesian coordinates (Å):
C: 2.5942 -0.3242 -0.9418
C: 1.6982 -1.3562 -1.2648
C: 2.2361 0.7695 -0.1887
C: 0.4381 -1.2546 -0.6762
C: 0.9273 0.8842 0.2146
C: 0.0994 -0.1208 -0.0497
C: -1.7911 -0.2955 1.9285
C: -2.1028 -0.0280 0.5525
N: -2.1400 1.2832 -0.1083
O: -2.8977 1.3732 -1.0674
O: -1.9524 -1.3546 2.4828
O: -1.4439 2.2298 0.2793
Br: -3.1622 -1.2593 -0.4334
H: 3.6694 -0.4443 -1.1115
H: 2.0384 -2.3548 -1.6995
H: 2.9342 1.5382 0.1098
H: -0.4018 -1.7858 -1.0544
H: 0.5203 1.8167 0.5962
H: -1.2638 0.6833 2.4322

Calculated values
Kohn-Sham gap: 8.69 eV
relative energy (zero: lowest compared OMol25 entry of this formula, charge and spin): 372.1 kJ/mol
molar mass: 244.044 g mol⁻¹

DFT (ωB97M-V/def2-TZVPD) results for a structure of composition C30H39AsAuCl2N7O3S2.

Cartesian coordinates (Å):
Au: -1.5174 -0.2772 2.0151
C: 4.2546 -0.0073 3.6673
C: 2.9219 0.3038 4.2313
N: 2.6830 0.8999 5.3503
N: 1.3224 0.9799 5.4272
C: 0.7192 0.4597 4.3656
S: -0.9817 0.5402 4.1291
N: 1.7221 -0.0068 3.5974
N: 1.5165 -0.6760 2.4032
H: 4.9894 0.0138 4.4675
H: 4.5209 0.7423 2.9192
H: 4.2690 -0.9882 3.1935
H: 0.8936 1.4370 6.2172
H: 1.7909 -0.0866 1.6200
H: 2.0367 -1.5452 2.4043
C: -4.2663 -3.0391 0.3136
As: -4.0000 -3.1538 2.2109
C: -5.5144 -2.3962 3.1130
C: -3.8677 -5.0082 2.6734
S: -2.1481 -2.2991 2.9734
H: -5.0080 -3.7923 0.0480
H: -3.3268 -3.2409 -0.1954
H: -4.6346 -2.0542 0.0442
H: -6.3695 -3.0567 2.9736
H: -5.7337 -1.4130 2.7017
H: -5.2783 -2.3084 4.1711
H: -4.8324 -5.4831 2.5009
H: -3.5926 -5.0972 3.7224
H: -3.1024 -5.4700 2.0535
Cl: 1.9434 -1.4778 -0.9923
C: 3.0890 -0.3630 -1.7158
C: 4.0438 -0.8937 -2.5630
C: 4.9865 -0.0481 -3.1229
C: 4.9353 1.3095 -2.8642
C: 3.9504 1.8269 -2.0401
Cl: 3.8489 3.5361 -1.8332
C: 3.0114 0.9996 -1.4002
N: 2.0575 1.5306 -0.5261
C: 2.4072 2.3325 0.5802
C: 3.6829 2.2190 1.1293
C: 4.0677 3.0170 2.1965
C: 3.1800 3.9279 2.7374
C: 1.9048 4.0384 2.2016
C: 1.4873 3.2597 1.1319
C: 0.0796 3.4437 0.6004
C: -0.9322 2.4360 1.1332
O: -2.0955 2.6535 1.3802
O: -0.3821 1.2474 1.3422
H: 4.0571 -1.9571 -2.7590
H: 5.7548 -0.4474 -3.7704
H: 5.6427 1.9881 -3.3208
H: 1.1507 1.0952 -0.4892
H: 4.3893 1.5248 0.6873
H: 5.0715 2.9318 2.5933
H: 3.4800 4.5660 3.5574
H: 1.2153 4.7661 2.6136
H: 0.0531 3.3863 -0.4951
H: -0.2988 4.4252 0.8830
C: -0.8333 -2.8301 -3.5953
C: -1.9340 -1.8240 -3.9069
N: -1.4469 -0.4639 -4.1178
C: -0.7648 -0.1600 -5.3864
C: 0.7347 0.0233 -5.2231
C: -1.6248 0.5615 -3.2695
O: -1.2784 1.7111 -3.4938
C: -2.3879 0.3627 -1.9805
C: -3.6006 1.0378 -1.8404
C: -4.2627 1.0041 -0.6304
C: -3.6529 0.3760 0.4373
N: -2.4695 -0.2477 0.3140
C: -1.8541 -0.2814 -0.8838
H: -1.2646 -3.8012 -3.3479
H: -0.2199 -2.4975 -2.7579
H: -0.1756 -2.9690 -4.4540
H: -2.6872 -1.8062 -3.1183
H: -2.4524 -2.1225 -4.8201
H: -1.2128 0.7428 -5.8008
H: -0.9823 -0.9851 -6.0643
H: 0.9469 0.8776 -4.5822
H: 1.1925 0.2063 -6.1958
H: 1.1951 -0.8671 -4.7937
H: -4.0043 1.5835 -2.6835
H: -5.2041 1.5132 -0.4844
H: -4.0954 0.4093 1.4232
H: -0.9086 -0.8044 -0.9314

Calculated values
Kohn-Sham gap: 5.29 eV
relative energy (zero: lowest compared OMol25 entry of this formula, charge and spin): 21.8 kJ/mol
molar mass: 952.617 g mol⁻¹
charge: +2

DFT (ωB97M-V/def2-TZVPD) results for an isolated molecule of C4H5I.

Cartesian coordinates (Å):
C: -1.3017 -1.2124 -1.2429
C: -0.1404 -0.4369 -1.1294
C: 0.6052 0.2772 -0.1557
C: 0.0899 0.4753 1.2223
I: 2.1779 1.5357 -0.7750
H: -1.4922 -1.9885 -0.4978
H: 0.2237 -0.2338 -2.1414
H: -0.6193 1.3088 1.2630
H: 0.8984 0.6973 1.9175
H: -0.4414 -0.4227 1.5395

Calculated values
Kohn-Sham gap (spin up / spin down): 7.31 / 7.87 eV
relative energy (zero: lowest compared OMol25 entry of this formula, charge and spin): 297.8 kJ/mol
molar mass: 179.988 g mol⁻¹

DFT (ωB97M-V/def2-TZVPD) results for a cluster of 2 separate species, C3H10OS2 in total.

Cartesian coordinates (Å):
C: -1.3244 0.2148 0.8010
C: -0.4508 -0.9753 1.2693
S: 0.2418 -1.9159 -0.1210
S: 1.2966 0.1290 -1.1358
C: 1.9437 0.7145 0.3784
H: -2.3524 0.1308 1.0853
H: -0.9555 1.0415 1.4679
H: -1.1751 0.4903 -0.2372
H: -1.1792 -1.7133 1.7224
H: 0.1730 -0.6485 2.1158
H: 2.0224 -0.1813 1.1093
H: 1.6849 1.6953 0.8407
H: 3.0633 0.6278 0.3781
O: -1.2345 0.4115 -3.5170
H: -0.3862 0.4598 -3.0204
H: -1.3675 -0.4808 -3.1369

Calculated values
Kohn-Sham gap: 7.77 eV
structure (SMILES): CCSSC.O
relative energy (zero: lowest compared OMol25 entry of this formula, charge and spin): 220.1 kJ/mol
molar mass: 126.246 g mol⁻¹

DFT (ωB97M-V/def2-TZVPD) results for a structure of composition C27H19CrI2N6OPSe2.

Cartesian coordinates (Å):
Cr: 0.5403 -0.9427 0.4780
N: 2.2355 -2.3481 4.1066
C: 1.1522 -2.3930 3.3218
N: 1.3989 -1.7199 2.2102
C: 2.6858 -1.2694 2.3791
N: 3.2040 -1.6520 3.5246
C: 3.2589 -0.4450 1.3534
C: 4.5884 -0.0172 1.3183
N: 5.0512 0.7079 0.3239
C: 4.2019 1.0158 -0.6492
C: 2.8736 0.6221 -0.6302
N: 2.3812 -0.1050 0.3775
H: 2.3713 -2.7218 5.0356
H: 0.2353 -2.8887 3.5715
H: 5.2753 -0.2809 2.1102
H: 4.5999 1.5983 -1.4653
H: 2.1918 0.8947 -1.4248
I: 1.2969 -1.5684 -4.4273
C: 0.3938 -2.9130 -3.1000
C: -0.1361 -4.1329 -3.5083
C: -0.7124 -4.9896 -2.5964
I: -1.4104 -6.8577 -3.2773
C: -0.8816 -4.6110 -1.2434
C: -1.5452 -5.3437 -0.2416
C: -1.7730 -4.7551 0.9793
C: -1.2977 -3.4638 1.2297
N: -0.5689 -2.7862 0.3591
C: -0.3776 -3.3429 -0.8597
C: 0.3379 -2.5196 -1.7689
O: 0.8498 -1.4319 -1.2975
H: -0.0895 -4.4009 -4.5529
H: -1.8953 -6.3456 -0.4426
H: -2.3332 -5.2760 1.7402
H: -1.5275 -2.9578 2.1582
Se: -0.0027 1.0806 2.0744
P: -1.1736 1.7175 0.3169
Se: -1.8865 -0.1150 -0.6131
C: -0.1297 2.6282 -0.8840
C: 0.1051 2.1122 -2.1525
C: 0.9270 2.7945 -3.0319
C: 1.5126 3.9888 -2.6459
C: 1.2651 4.5086 -1.3845
C: 0.4464 3.8325 -0.4971
C: -2.5561 2.7731 0.8391
C: -3.4990 3.1321 -0.1179
C: -4.6298 3.8222 0.2773
C: -4.8171 4.1449 1.6130
C: -3.8569 3.8135 2.5552
C: -2.7237 3.1207 2.1712
H: -0.3659 1.1882 -2.4628
H: 1.1017 2.3932 -4.0177
H: 2.1669 4.5090 -3.3279
H: 1.7055 5.4488 -1.0960
H: 0.2426 4.2291 0.4874
H: -3.3457 2.8565 -1.1523
H: -5.3720 4.1001 -0.4538
H: -5.7261 4.6363 1.9237
H: -3.9943 4.0838 3.5901
H: -1.9696 2.8418 2.8969

Calculated values
Kohn-Sham gap (spin up / spin down): 6.29 / 6.48 eV
spin multiplicity: 4
relative energy (zero: lowest compared OMol25 entry of this formula, charge and spin): 131.5 kJ/mol
molar mass: 938.188 g mol⁻¹
charge: +1

DFT (ωB97M-V/def2-TZVPD) results for a cluster of 2 separate species, C3H12NO in total.

Cartesian coordinates (Å):
C: 0.5221 -0.7534 1.8249
C: 1.0777 -0.3757 0.4345
N: 0.2345 0.0236 -0.7162
C: 0.9537 0.8499 -1.7423
H: -0.3062 -1.4587 1.6112
H: 1.1887 -1.3125 2.5018
H: 0.0526 0.1866 2.1293
H: 1.8423 0.5415 0.6207
H: 1.9439 -1.1929 0.1382
H: -0.7753 0.5322 -0.3043
H: -0.1449 -0.8360 -1.2091
H: 0.8240 1.9133 -1.2919
H: 0.2801 0.7340 -2.6696
H: 1.9543 0.8079 -2.1607
H: -2.8725 0.6355 -0.2101
H: -2.7455 0.0217 0.9828
O: -2.2755 0.1172 0.2216

Calculated values
Kohn-Sham gap: 12.49 eV
relative energy (zero: lowest compared OMol25 entry of this formula, charge and spin): 257.1 kJ/mol
molar mass: 78.135 g mol⁻¹
charge: +1

DFT (ωB97M-V/def2-TZVPD) results for a structure of composition C45H35BrInNO2P2SeSi.

Cartesian coordinates (Å):
In: 0.9723 0.8970 0.1517
C: 2.8111 -1.2833 -2.0440
Si: 1.0465 -1.0013 -1.5123
C: 0.1956 -2.5719 -0.9122
C: -0.7602 -3.1774 -1.7319
C: -1.4203 -4.3313 -1.3391
C: -1.1387 -4.9013 -0.1072
C: -0.1957 -4.3149 0.7217
C: 0.4742 -3.1615 0.3315
P: 1.7269 -2.3189 1.3750
C: 2.5454 -3.6996 2.2423
C: 2.0313 -4.3329 3.3724
C: 2.7029 -5.3980 3.9512
C: 3.8969 -5.8481 3.4030
C: 4.4196 -5.2229 2.2811
C: 3.7519 -4.1488 1.7116
C: 0.6849 -1.5310 2.6495
C: -0.6132 -1.1084 2.3581
C: -1.3173 -0.3303 3.2739
C: -0.7410 0.0244 4.4818
C: 0.5476 -0.4004 4.7784
C: 1.2564 -1.1611 3.8667
C: 0.0753 -0.2881 -2.9681
C: 0.5798 -0.5804 -4.2402
C: 0.0318 -0.0439 -5.3952
C: -1.0423 0.8238 -5.3018
C: -1.5686 1.1318 -4.0576
C: -1.0409 0.5741 -2.8948
P: -1.8069 0.9626 -1.2802
C: -3.0788 -0.3296 -1.1104
C: -3.6471 -0.5090 0.1491
C: -4.6360 -1.4571 0.3521
C: -5.0726 -2.2380 -0.7100
C: -4.5236 -2.0577 -1.9703
C: -3.5310 -1.1088 -2.1712
C: -2.7792 2.4660 -1.5844
C: -2.1212 3.6893 -1.4733
C: -2.7993 4.8721 -1.7246
C: -4.1433 4.8415 -2.0697
C: -4.8078 3.6277 -2.1687
C: -4.1279 2.4421 -1.9306
H: 2.9357 -2.2580 -2.5192
H: 3.4601 -1.2481 -1.1688
H: 3.1312 -0.5072 -2.7400
H: -0.9943 -2.7394 -2.6944
H: -2.1543 -4.7840 -1.9929
H: -1.6514 -5.8008 0.2063
H: 0.0293 -4.7686 1.6793
H: 1.1045 -3.9836 3.8131
H: 2.2952 -5.8756 4.8318
H: 4.4227 -6.6774 3.8559
H: 5.3553 -5.5608 1.8564
H: 4.1751 -3.6490 0.8481
H: -1.0940 -1.4132 1.4335
H: -2.3270 -0.0132 3.0493
H: -1.2885 0.6341 5.1874
H: 1.0204 -0.1074 5.7047
H: 2.2768 -1.4444 4.0968
H: 1.4395 -1.2332 -4.3320
H: 0.4526 -0.2924 -6.3604
H: -1.4726 1.2623 -6.1923
H: -2.4074 1.8121 -3.9929
H: -3.3116 0.1063 0.9755
H: -5.0623 -1.5902 1.3374
H: -5.8402 -2.9841 -0.5542
H: -4.8658 -2.6599 -2.8019
H: -3.1085 -0.9761 -3.1587
H: -1.0809 3.7161 -1.1784
H: -2.2793 5.8162 -1.6366
H: -4.6752 5.7657 -2.2534
H: -5.8566 3.6014 -2.4329
H: -4.6505 1.4966 -2.0097
Se: 3.2942 2.5124 4.0597
C: 2.8490 1.6325 2.5783
N: 2.5702 1.0357 1.6076
Br: 4.9049 8.2292 1.7552
C: 3.8770 6.7319 1.2252
C: 4.3497 5.9167 0.2079
C: 3.5928 4.8257 -0.1826
C: 2.3848 4.5577 0.4497
C: 1.9344 5.3745 1.4802
C: 2.6770 6.4762 1.8691
C: 1.5991 3.3679 0.0622
O: 0.6096 2.9875 0.7799
O: 1.9638 2.6606 -0.9170
H: 5.2947 6.1352 -0.2686
H: 3.9308 4.1722 -0.9741
H: 1.0120 5.1261 1.9859
H: 2.3404 7.1169 2.6713

Calculated values
Kohn-Sham gap: 7.63 eV
relative energy (zero: lowest compared OMol25 entry of this formula, charge and spin): 0.0 kJ/mol
molar mass: 985.496 g mol⁻¹

DFT (ωB97M-V/def2-TZVPD) results for a structure of composition C3H4FNOS.

Cartesian coordinates (Å):
C: 0.7496 -0.2331 0.1625
C: -0.3590 0.3115 -0.7737
C: -1.0119 0.6306 0.5381
N: -0.1365 0.0806 1.2931
O: 2.4683 1.3453 2.8180
F: -0.0477 1.3328 -1.6232
S: 1.6135 0.3712 3.5155
H: 0.9953 -1.2902 0.0733
H: 1.6488 0.3777 0.1904
H: -0.8669 -0.4579 -1.3648
H: -1.9189 1.1380 0.8122

Calculated values
Kohn-Sham gap (spin up / spin down): 7.66 / 7.65 eV
relative energy (zero: lowest compared OMol25 entry of this formula, charge and spin): 356.9 kJ/mol
molar mass: 121.136 g mol⁻¹

Which of these has the highest relative energy (zero: lowest compared OMol25 entry of this formula, charge and spin)?
C8H6BrNO3

relative energy (zero: lowest compared OMol25 entry of this formula, charge and spin) of number 5 (C27H19CrI2N6OPSe2)?
131.5 kJ/mol